53
Properties=species:S:1:pos:R:3:forces:R:3 method="wB97M-V/def2-TZVPD" charge=+1 smiles="C#Cc1c(CCC)c([PH2]=S)c(Br)[n+](P(C)CC)c1CCCCS(=O)(=O)O" lumo_energy_ev=-4.439 homo_ev=-11.79
Br 0.128 2.093 -2.563 0.28 -0.11 0.01
S -4.452 -1.705 -0.192 -0.55 -0.84 -0.20
S 1.786 -2.463 -3.810 -0.04 0.22 0.23
P 1.838 -0.612 -3.215 0.06 -1.65 -0.70
P -1.212 2.491 0.385 -0.60 0.54 0.99
O -4.870 -0.505 -1.164 0.43 0.39 0.37
O -5.187 -1.521 1.009 0.00 0.50 0.21
O -4.601 -2.928 -0.905 0.22 -0.03 -0.23
N -0.169 1.019 -0.019 -0.04 0.27 -0.53
C 0.020 0.133 1.003 0.20 0.10 -0.21
C 2.415 -2.339 -0.537 0.56 -0.36 -0.19
C -0.151 3.963 0.034 0.23 -0.79 -0.10
C 1.540 -2.319 2.891 -0.16 -0.80 0.45
C 1.137 -1.843 1.873 0.20 0.96 0.07
C -2.357 -1.530 1.610 -0.08 0.51 -0.34
C -0.670 0.324 2.305 -0.55 -0.15 0.20
C 1.219 -0.298 -1.490 0.15 0.53 -0.42
C 0.429 0.801 -1.218 -0.12 0.00 -0.25
C -2.140 -0.177 2.306 0.14 -0.29 0.16
C 1.492 -1.185 -0.434 -0.04 0.02 -0.03
C -2.600 2.514 -0.801 0.50 -0.05 -0.35
C 3.894 -1.974 -0.824 -0.04 0.50 0.26
C -2.702 -1.477 0.111 0.61 0.15 0.27
C 0.869 -0.948 0.794 -0.27 -0.24 -0.10
C 1.330 3.654 0.336 -0.56 0.31 0.08
C 4.317 -0.565 -0.364 0.29 -0.59 -0.24
H -4.147 -0.313 -1.776 -0.20 -0.17 -0.29
H 5.379 -0.593 -0.144 0.18 0.10 0.09
H -2.368 -0.351 3.353 -0.16 0.22 0.20
H 1.430 2.900 1.112 0.04 -0.18 0.08
H 4.208 0.169 -1.152 -0.29 0.34 -0.06
H -0.172 -0.243 3.076 0.44 -0.28 -0.08
H -3.051 3.493 -0.655 -0.07 0.18 0.17
H -0.615 1.357 2.618 -0.15 0.22 0.00
H -0.312 4.356 -0.963 0.11 0.16 -0.08
H 1.800 -2.869 3.761 0.14 -0.02 0.17
H 4.149 -2.126 -1.865 -0.05 0.02 -0.30
H 4.506 -2.671 -0.263 -0.03 -0.32 0.01
H -3.348 1.776 -0.537 -0.10 -0.17 0.10
H 1.795 4.547 0.734 0.29 0.14 -0.18
H -3.170 -2.046 2.106 0.03 -0.19 0.19
H -2.344 -0.565 -0.358 -0.17 0.32 -0.05
H 1.836 3.324 -0.562 0.27 -0.05 -0.05
H -2.327 2.448 -1.849 -0.16 -0.07 -0.02
H 2.435 -2.901 0.384 -0.36 0.10 0.28
H 3.810 -0.243 0.542 -0.12 0.09 0.08
H 1.047 0.134 -4.085 -0.01 0.43 0.37
H -2.827 0.591 1.961 -0.10 0.06 -0.20
H 3.115 -0.044 -3.334 -0.11 0.41 0.38
H -2.199 -2.286 -0.406 -0.18 -0.25 -0.19
H -1.452 -2.117 1.707 0.06 -0.31 0.19
H -0.499 4.689 0.761 -0.27 0.11 0.08
H 2.016 -3.018 -1.286 0.13 -0.03 -0.29

28
Properties=species:S:1:pos:R:3:forces:R:3 method="wB97M-V/def2-TZVPD" charge=0 lumo_energy_ev=-1.772 homo_ev=-7.54
Cl 3.207 -0.902 0.385 -0.27 0.10 -0.13
Si -0.612 0.631 0.021 1.62 -1.72 -0.24
N 0.158 0.395 1.540 -3.03 -0.62 -2.19
C 0.434 -0.944 2.077 -0.32 0.00 -2.39
C -0.571 -1.873 -1.395 3.57 1.67 -1.43
C 1.645 1.615 -1.536 0.17 -2.11 -0.26
C -2.659 -1.412 -0.194 -0.32 -4.48 1.28
C 0.848 1.471 2.141 0.41 2.79 0.21
C 0.205 1.871 -1.129 -1.48 2.11 0.23
C -1.534 -0.848 -0.948 -0.41 3.10 -0.34
H 1.406 -1.148 1.691 1.36 -0.29 -0.30
H -1.948 -0.305 -1.880 0.49 -0.54 1.36
H -0.343 1.996 -2.076 -0.57 -0.49 0.56
H 0.141 2.906 -0.736 -0.16 -0.47 0.24
H -1.086 -2.669 -1.973 0.79 0.22 0.60
H -0.157 -1.739 1.590 -0.31 0.56 0.70
H 1.980 0.589 -1.100 0.39 1.93 -0.93
H 0.532 -0.954 3.105 -0.60 -0.08 2.20
H 1.582 1.638 -2.630 0.50 -0.71 0.12
H 1.878 1.335 1.820 0.59 0.14 0.83
H 2.271 2.467 -1.336 0.48 -0.10 0.81
H -3.296 -0.740 0.228 -2.17 2.26 0.48
H 0.255 -1.290 -2.029 -1.78 -1.52 0.47
H -3.250 -2.165 -0.847 0.85 1.16 1.12
H 0.535 2.488 1.736 0.18 -1.30 0.02
H -2.392 -1.970 0.812 0.15 0.55 -2.16
H 0.123 -2.082 -0.567 -0.60 -1.31 -0.17
H 0.649 1.639 3.230 0.48 -0.86 -0.70

17
Properties=species:S:1:pos:R:3:forces:R:3 method="wB97M-V/def2-TZVPD" charge=0 smiles="CCNC(N)=O.O" lumo_energy_ev=0.884 homo_ev=-9.30
O -0.480 2.881 0.893 -0.11 0.08 0.20
O 1.444 0.906 1.630 0.49 -0.58 0.81
N 0.255 -0.683 0.472 0.28 -1.03 0.10
N 2.055 0.400 -0.472 -0.02 -0.18 0.30
C -1.478 -1.955 -0.726 -0.46 -0.20 -0.05
C 1.302 0.201 0.647 -1.04 1.30 -1.13
C -0.739 -0.620 -0.607 0.08 0.06 0.49
H -0.134 3.773 1.008 -0.04 -0.12 0.00
H -1.441 0.183 -0.357 0.01 0.01 -0.29
H 2.743 1.126 -0.417 0.08 -0.01 -0.17
H -1.178 -2.637 0.070 0.11 -0.03 -0.12
H 2.007 -0.226 -1.252 0.17 -0.02 -0.03
H -0.110 2.372 1.631 0.14 0.02 -0.31
H -2.560 -1.849 -0.637 0.04 0.24 0.10
H -0.108 -1.057 1.335 -0.08 0.39 0.13
H -0.238 -0.361 -1.534 0.00 0.08 -0.08
H -1.341 -2.453 -1.685 0.34 0.00 0.04

13
Properties=species:S:1:pos:R:3:forces:R:3 method="wB97M-V/def2-TZVPD" charge=-1 lumo_energy_ev=-0.245 homo_ev=-1.90
Rb 16.531 5.571 -2.584 -0.16 0.37 -0.03
O 13.870 12.523 -5.321 0.12 -0.65 -2.27
O 14.139 10.116 -3.804 -0.12 -0.51 -0.23
O 13.640 12.815 -0.004 1.14 1.01 -2.57
O 13.906 15.211 -1.703 0.32 -2.24 1.23
C 13.936 11.509 -1.790 0.63 -3.29 -4.54
C 14.004 13.986 -2.136 -0.50 4.93 2.00
C 14.024 12.614 -4.131 -0.71 0.42 1.73
C 14.027 11.200 -3.259 0.57 3.30 2.45
C 13.930 12.761 -1.282 -1.85 0.88 4.95
C 14.014 13.933 -3.470 0.64 -4.12 -2.98
H 13.983 14.817 -4.091 -0.01 -0.04 0.07
H 13.812 10.671 -1.120 -0.06 -0.05 0.19

69
Properties=species:S:1:pos:R:3:forces:R:3 method="wB97M-V/def2-TZVPD" multiplicity=2 charge=+1 lumo_energy_ev="-4.102 / -5.310" homo_ev="-10.15 / -10.12"
Ir 0.070 -0.089 -0.141 -0.27 -0.14 0.46
Te -1.608 -0.462 3.082 -0.19 0.28 -0.15
S 0.005 2.172 -0.347 0.00 0.03 -0.11
S -3.127 1.620 -0.688 0.06 -0.06 0.02
S -2.194 -0.150 -0.265 -0.17 0.00 -0.25
S -1.649 2.775 -1.390 -0.07 0.12 0.11
P 0.786 -0.693 -2.163 -0.23 0.21 -0.14
N 1.501 -1.190 0.445 0.22 -0.23 0.08
C 1.494 -2.761 3.788 0.01 -0.03 -0.03
C 4.942 -3.890 -3.264 -0.04 0.01 0.02
C 1.427 0.695 -3.164 0.05 0.09 -0.02
C -1.532 -0.811 -3.718 0.02 -0.01 -0.04
C 2.116 -1.794 4.572 0.05 0.02 0.03
C 2.958 -2.430 -2.706 0.04 -0.06 -0.03
C -2.770 -2.192 2.644 0.05 -0.04 0.03
C -0.891 -2.882 -2.391 -0.01 0.02 -0.02
C 1.732 -1.387 1.846 0.07 0.04 0.10
C 2.150 -1.772 -1.785 0.05 -0.05 -0.47
C 3.480 -2.603 0.012 0.22 -0.17 0.04
C -0.391 -1.661 -3.162 -0.02 0.00 -0.04
C 2.374 -0.405 2.593 0.08 0.07 -0.04
C 0.560 -3.612 1.620 0.03 -0.02 0.01
C 4.290 -3.249 -0.911 -0.06 0.05 0.11
C 1.282 -2.575 2.432 -0.04 -0.05 -0.04
C 1.721 0.328 -4.620 0.00 0.02 -0.01
C 2.344 -2.026 6.041 -0.01 0.01 -0.02
C 4.046 -3.185 -2.283 -0.03 0.03 -0.06
C 2.676 1.273 -2.489 -0.02 0.02 -0.05
C -1.246 -1.083 5.081 0.10 -0.05 0.04
C 2.921 0.846 1.955 0.01 -0.05 0.04
C 2.542 -0.624 3.957 0.00 0.02 0.02
C 2.389 -1.866 -0.432 0.25 -0.11 0.46
H 3.692 -2.679 1.071 0.02 -0.01 -0.03
H 1.153 -3.682 4.251 0.00 0.01 -0.01
H 1.942 1.242 -5.171 0.02 -0.01 0.00
H 5.136 -3.824 -0.553 -0.01 0.00 0.01
H 3.262 -2.595 6.201 0.00 0.00 0.00
H 3.765 0.612 1.302 -0.01 -0.01 -0.02
H 4.512 -3.891 -4.264 0.00 0.00 0.01
H 3.034 0.138 4.552 0.00 0.00 0.00
H -0.784 -2.068 5.080 -0.02 0.04 0.01
H -1.477 -2.582 -1.521 -0.01 -0.02 0.00
H -0.223 -3.155 1.011 -0.04 0.01 0.01
H -0.574 -0.363 5.541 0.00 -0.02 0.02
H 0.888 -0.162 -5.123 0.00 0.02 0.00
H -2.208 -0.501 -2.922 -0.02 0.00 0.01
H 1.236 -4.131 0.936 0.00 0.01 -0.01
H -2.193 -1.102 5.615 0.00 0.02 0.00
H -1.182 0.084 -4.234 0.00 -0.01 -0.01
H -1.539 -3.477 -3.037 0.02 -0.01 0.00
H 2.744 -2.366 -3.766 -0.01 0.01 0.00
H -2.108 -1.403 -4.430 0.00 0.01 0.00
H -2.955 -2.230 1.574 -0.02 -0.02 0.01
H 5.111 -4.925 -2.967 0.00 0.00 0.01
H 0.105 -4.360 2.269 0.01 0.00 -0.01
H 3.268 1.542 2.716 0.01 -0.01 -0.01
H 3.523 0.595 -2.608 -0.01 0.00 0.01
H -0.070 -3.516 -2.056 0.00 0.00 0.02
H -3.714 -2.134 3.177 0.00 -0.01 0.00
H -2.215 -3.075 2.955 0.00 0.00 -0.03
H 2.600 -0.312 -4.693 -0.01 -0.02 0.00
H 2.440 -1.085 6.581 0.00 0.00 -0.01
H 2.178 1.361 1.346 -0.03 0.03 0.02
H 5.917 -3.402 -3.318 0.00 0.00 0.01
H 0.627 1.441 -3.134 0.00 -0.02 0.00
H 2.527 1.454 -1.426 0.01 0.01 0.03
H 1.526 -2.596 6.483 0.00 0.01 -0.01
H 0.239 -2.010 -3.989 -0.03 0.00 -0.03
H 2.933 2.224 -2.956 0.01 -0.01 -0.01

13
Properties=species:S:1:pos:R:3:forces:R:3 method="wB97M-V/def2-TZVPD" multiplicity=3 charge=+2 lumo_energy_ev="-12.093 / -13.886" homo_ev="-19.25 / -19.10"
Ni 0.372 0.166 -1.157 0.19 -2.46 4.06
O 0.192 1.910 -3.489 0.45 -3.52 4.57
O 0.374 -0.801 1.302 0.85 -0.36 -2.02
O 3.275 0.293 -1.551 -5.66 0.32 0.30
O -2.546 0.416 -1.110 5.65 -0.08 -0.62
C -0.624 -0.578 2.289 -0.88 0.64 0.79
C 0.280 1.203 -2.574 -0.76 7.10 -9.57
C -1.393 0.342 -1.168 -10.69 -0.56 2.01
C 2.126 0.291 -1.418 10.78 -1.17 0.42
H -0.349 0.355 2.777 -0.12 -0.08 0.15
H 0.566 -1.750 1.245 0.03 0.17 0.09
H -1.606 -0.463 1.825 -0.01 -0.12 0.10
H -0.668 -1.385 3.029 0.17 0.13 -0.29

17
Properties=species:S:1:pos:R:3:forces:R:3 method="wB97M-V/def2-TZVPD" charge=0 lumo_energy_ev=0.718 homo_ev=-7.96
O 1.446 -1.727 -0.384 -2.43 2.53 1.71
N -0.036 1.643 -0.258 -0.01 -2.03 -0.29
N -1.688 -0.360 -0.700 0.32 1.00 0.30
C 2.518 -0.873 0.127 1.29 2.18 -4.07
C -2.694 -0.593 0.394 -2.12 -0.79 -0.61
C 1.588 0.319 0.304 2.85 3.35 -2.81
C -0.526 0.289 -0.164 -2.18 0.26 -2.67
C 1.314 1.751 -0.047 0.82 -5.62 1.49
C 0.529 -0.477 -0.069 4.88 -1.63 1.86
H -3.153 0.584 0.901 1.69 -3.93 -1.78
H 2.018 2.568 -0.276 -1.06 -0.30 0.59
H -3.618 -1.176 -0.295 2.38 1.57 2.90
H -1.216 -1.050 -1.468 -2.72 1.31 2.97
H -2.242 -1.462 1.730 -1.07 2.21 -3.66
H 3.415 -0.833 -0.632 -1.85 0.05 1.12
H 2.938 -1.026 1.035 1.00 -1.92 2.95
H -0.591 2.426 -0.198 -1.79 1.75 0.00

100
Properties=species:S:1:pos:R:3:forces:R:3 method="wB97M-V/def2-TZVPD" multiplicity=4 charge=0 lumo_energy_ev="0.141 / 0.511" homo_ev="-5.96 / -6.26"
Te 3.653 0.033 1.476 0.20 0.09 0.17
Cr 1.065 -0.071 1.372 0.30 -0.26 0.59
S 2.490 -1.121 -1.257 -0.18 -0.08 -0.35
P -1.097 2.057 0.578 0.25 -0.02 -0.14
O 1.203 -0.913 -0.457 -0.31 0.14 0.00
N -0.881 2.051 -1.085 -0.07 -0.04 -0.02
N -1.633 3.627 0.874 -0.02 -0.02 0.04
N 0.029 -2.318 1.630 0.02 0.09 -0.09
N -2.487 1.160 0.905 -0.15 0.13 0.06
N 0.148 1.618 1.364 -0.14 -0.20 -0.21
N 1.005 0.225 3.516 0.02 0.22 -0.01
C -3.584 -0.892 1.720 -0.01 0.01 0.02
C -1.135 6.028 0.927 0.00 0.01 0.00
C -1.842 2.769 -3.234 0.00 0.00 0.01
C 6.516 -3.791 -3.129 0.02 0.01 0.00
C 3.051 -2.783 -0.811 0.11 0.04 -0.01
C -0.610 -2.260 -2.306 -0.01 0.00 0.00
C -0.916 4.633 3.017 0.00 -0.01 0.03
C 0.644 -2.574 -2.829 0.07 0.04 0.02
C 1.735 -1.547 -2.874 -0.02 -0.07 -0.19
C -1.922 1.793 -2.063 -0.03 0.04 -0.01
C -2.464 0.145 1.948 0.03 -0.05 0.00
C -1.601 -3.227 -2.233 -0.01 0.03 0.02
C 0.366 -0.500 4.620 -0.10 0.03 0.03
C 5.321 -2.237 -1.732 0.01 -0.03 0.01
C 0.607 3.006 -2.797 0.00 0.01 0.00
C 1.036 -1.830 4.943 0.05 0.07 0.01
C -0.798 4.691 0.289 0.02 0.00 -0.02
C 0.462 2.017 -1.649 0.01 -0.01 0.05
C 6.439 -2.564 -2.485 -0.01 0.01 0.01
C -4.068 -0.832 0.276 0.00 -0.03 -0.02
C 4.262 -3.138 -1.628 0.00 0.00 0.06
C -0.751 6.036 2.413 0.00 0.01 0.01
C 1.208 -2.745 3.735 0.01 -0.01 0.00
C -0.083 -2.969 2.943 -0.02 -0.05 -0.02
C -4.695 0.541 0.022 -0.02 0.00 0.01
C 5.470 -4.696 -3.017 0.00 -0.01 -0.01
C 4.347 -4.368 -2.272 -0.03 0.02 -0.03
C -0.117 -4.832 -3.226 0.02 0.01 0.00
C -3.849 1.638 0.698 0.00 0.05 -0.02
C 0.874 -3.863 -3.299 -0.03 -0.02 0.01
C -0.452 2.738 -3.862 0.00 -0.01 0.00
C -2.009 3.873 2.278 -0.06 -0.03 0.01
C -1.355 -4.518 -2.685 -0.02 -0.01 0.00
H -2.577 0.604 2.943 -0.02 -0.01 -0.01
H 2.221 -3.473 -0.970 -0.01 0.00 0.00
H -4.784 -1.630 0.066 -0.01 0.01 0.01
H 1.993 0.402 3.700 -0.01 -0.05 0.06
H -0.978 4.719 -0.786 -0.01 0.01 0.01
H -1.824 0.765 -2.450 0.00 0.01 -0.02
H 5.529 -5.658 -3.510 0.00 0.00 0.00
H -4.429 -0.682 2.381 0.00 -0.01 0.00
H 3.288 -2.698 0.251 -0.02 0.05 0.01
H 1.183 2.207 -0.854 0.00 -0.01 0.00
H -2.572 -2.969 -1.829 0.00 -0.01 0.00
H -2.952 4.433 2.313 0.01 0.01 0.00
H -0.823 -2.412 1.086 -0.04 -0.01 -0.01
H -1.374 6.756 2.948 0.00 0.00 0.00
H 3.529 -5.075 -2.182 0.00 0.00 0.00
H -0.681 -0.657 4.351 0.00 0.01 -0.02
H -4.286 1.907 1.671 -0.01 -0.03 0.00
H -0.307 -4.037 2.854 0.03 0.02 -0.05
H 0.359 0.118 5.523 0.00 -0.02 0.01
H -3.228 -1.891 1.987 0.00 0.00 -0.02
H 0.495 4.024 -2.412 0.01 0.01 -0.01
H 0.077 -5.830 -3.597 -0.01 0.00 0.00
H -2.130 -5.271 -2.628 0.00 0.00 0.00
H -2.900 1.861 -1.594 0.02 0.00 0.01
H 2.018 -1.639 5.386 0.01 0.00 -0.02
H -2.207 6.208 0.810 0.00 0.00 0.00
H 1.953 -2.295 3.070 0.01 -0.03 -0.02
H -4.784 0.723 -1.051 0.02 -0.01 -0.01
H 0.442 -2.326 5.716 -0.02 0.01 -0.02
H 5.272 -1.289 -1.205 0.00 0.00 0.01
H -0.624 6.828 0.388 0.01 0.00 0.01
H -2.609 2.521 -3.971 0.00 -0.01 0.00
H -0.282 1.743 -4.293 0.01 0.01 -0.01
H 1.360 -0.587 -3.232 0.03 0.01 0.01
H 7.257 -1.859 -2.560 0.00 0.00 0.00
H -1.493 -0.343 1.942 0.05 0.00 -0.01
H 0.751 -2.771 1.077 0.01 -0.01 -0.01
H 0.283 6.368 2.531 0.00 0.00 -0.01
H -0.936 -2.516 3.453 -0.01 -0.05 0.03
H 0.558 1.132 3.367 0.04 0.01 0.06
H 0.662 1.005 -2.028 0.01 0.02 -0.02
H -3.216 -0.974 -0.395 -0.01 -0.01 0.00
H 1.614 2.930 -3.217 -0.01 -0.02 0.00
H -0.802 -1.256 -1.950 0.01 -0.01 -0.02
H 0.272 4.479 0.436 0.00 0.01 -0.01
H -1.151 4.694 4.082 0.00 0.00 0.00
H 1.630 -3.700 4.055 -0.04 0.00 0.07
H -2.196 2.912 2.762 0.01 0.02 0.00
H 1.838 -4.107 -3.730 0.00 0.00 0.01
H 7.391 -4.044 -3.713 0.00 0.00 0.00
H -0.378 3.454 -4.683 -0.01 0.01 0.01
H 2.558 -1.849 -3.524 0.01 -0.01 0.03
H -3.834 2.556 0.114 0.00 0.00 0.02
H -2.057 3.777 -2.864 0.00 0.00 -0.01
H -5.708 0.563 0.431 0.00 0.01 -0.01
H 0.007 4.057 2.919 0.00 0.01 -0.01

Calculated total energy (a.u.), listed in the same order as above: -4997.212931, -1081.840935, -380.318222, -554.764685, -3297.783813, -1963.219091, -417.823830, -3746.917089
Calculated energy relative to the best compared isomer or geometry (same formula, charge and spin) (kJ/mol), listed in the same order as above: 0.0, 365.6, 48.4, 393.0, 94.0, 135.1, 943.8, 0.0